[1]
C3H7N2S | ωB97M-V/def2-TZVPD

Values from the calculation:
total charge = +1
multiplicity = 1
HOMO energy = -13.816 eV

Each line ends with the Löwdin charge.
Positions of all 13 atoms, in Å:
C (-1.38856, 0.72927, 0.14525)  -0.36
C (2.65473, -0.67733, -0.80189)  -0.36
C (1.69791, -0.35174, 0.30567)  -0.29
N (-2.67897, 0.56013, -0.10932)  0.11
N (-0.76232, -0.03524, 0.92911)  0.01
S (3.05794, 0.52472, 0.43982)  1.13
H (3.10343, -1.61990, -0.72412)  0.06
H (2.31246, -0.38381, -1.82633)  0.11
H (-0.75505, 1.67245, -0.12803)  0.18
H (-3.36091, 1.10773, -0.62650)  0.12
H (-3.07984, -0.22995, 0.52919)  0.17
H (0.59559, -0.40229, 0.76444)  0.00
H (-1.39641, -0.89403, 1.10270)  0.13

***

[2]
C3H7N2S | ωB97M-V/def2-TZVPD

Values from the calculation:
total charge = +1
multiplicity = 1
HOMO energy (spin up / spin down) = -12.645 / -12.643 eV

Each line ends with the Löwdin charge.
Positions of all 13 atoms, in Å:
C (-0.90575, -0.69230, 0.90634)  -0.55
C (-2.14431, -0.95801, 0.25985)  -0.09
C (2.02990, 1.57054, -1.93099)  0.58
N (1.05165, -0.42093, 1.46248)  -0.38
N (0.12687, 0.08148, 0.56011)  -0.06
S (-0.08452, -1.23523, 2.46245)  0.97
H (-3.06399, -1.30425, 0.81207)  0.12
H (-2.46476, -0.09405, -0.27845)  0.08
H (-2.13198, -1.78035, -0.49729)  0.11
H (1.50650, 1.43083, -2.86631)  0.09
H (2.37395, 2.54477, -1.60779)  0.09
H (1.99952, 0.77541, -1.24898)  0.02
H (1.70692, 0.08210, 1.96651)  0.04

***

[3]
C3H7N2S | ωB97M-V/def2-TZVPD

Values from the calculation:
total charge = +1
multiplicity = 1
HOMO energy = -13.484 eV
SMILES string = [H]/N=[N+](/C)CC=S

Each line ends with the Löwdin charge.
Positions of all 13 atoms, in Å:
C (-0.95123, 0.48918, -1.34750)  -0.63
C (-0.09736, 0.49988, 1.38921)  -0.05
C (-0.14178, -0.66660, -0.89278)  -0.06
N (1.71453, -0.76992, 0.83187)  0.31
N (0.59641, -0.34595, 0.51743)  -0.17
S (-0.86552, 2.05713, -1.13160)  0.88
H (-1.73377, 0.19392, -2.06248)  0.08
H (-0.32133, 1.56098, 0.94392)  0.06
H (0.58489, 0.47462, 2.28937)  0.15
H (-1.06695, 0.21670, 1.39252)  0.08
H (-0.57215, -1.60869, -0.52727)  0.15
H (0.64509, -0.85500, -1.59268)  0.13
H (2.20919, -1.24625, 0.19000)  0.07

***

[4]
C3H7N2S | ωB97M-V/def2-TZVPD

Values from the calculation:
total charge = +1
multiplicity = 1
HOMO energy (spin up / spin down) = -12.836 / -12.841 eV

Each line ends with the Löwdin charge.
Positions of all 13 atoms, in Å:
C (-1.29186, 0.84167, -0.25733)  -0.25
C (-1.21670, -0.49889, -0.23215)  -0.07
C (1.06881, -0.10927, 0.64680)  -0.46
N (-0.37059, 1.60060, 0.29741)  0.11
N (0.06918, -1.08587, 0.26393)  0.01
S (2.51615, 0.10759, -0.24430)  0.92
H (-2.17296, 1.29421, -0.70773)  0.14
H (-1.98488, -1.19865, -0.48756)  0.11
H (1.13739, 0.12368, 1.69634)  0.10
H (-0.02018, 2.44065, -0.13831)  0.09
H (-0.17269, -1.64847, 1.09101)  0.19
H (0.42470, -1.73104, -0.46056)  0.18
H (2.01364, -0.13622, -1.46755)  -0.08

***

ΔE to the lowest compared entry with this formula, charge and spin, respectively: 90.61 173.32 106.61 93.81 kcal per mole.
E, respectively: -625.82778 -625.69597 -625.80228 -625.82268 hartree.